Entry 1:
The following is a quantum chemistry calculation of a single C5H3F2NOS molecule at a distorted geometry, from the Open Molecules 2025 dataset.

LUMO energy = 0.0025 Ha
SMILES string = O=CC(F)(F)c1nccs1
charge = 0
max |F| = 0.088 hartree/bohr
orbital gap = 9.73 eV

Atoms and positions in Å:
F -1.54843 0.76491 -3.16241
N 0.40245 -0.90270 -0.48923
C -1.24435 -0.77720 1.10643
H -1.79554 -0.99759 1.97794
S -2.08461 -0.07987 -0.27493
C 0.04371 -1.12119 0.74047
H 0.84079 1.76776 -2.57903
C -0.54121 -0.34729 -1.17881
C 0.87680 0.72552 -2.96270
O 1.80017 0.09556 -3.27624
F -0.48167 -1.17577 -3.38856
C -0.51281 0.04236 -2.78310
H 0.85003 -1.67211 1.23591

Force components x, y, z for each atom (eV/Å):
F -0.557 0.232 -0.091
N -0.052 1.680 -4.228
C 0.540 0.105 -1.747
H -0.212 -0.046 0.897
S 2.554 -0.800 0.244
C -0.689 -1.283 3.006
H 0.436 0.079 -0.320
C -2.074 1.210 -1.510
C -3.243 1.080 1.160
O 2.447 -0.973 -0.951
F -0.537 0.598 -0.474
C 2.293 -2.196 3.033
H -0.905 0.315 0.981



Entry 2:
The following is a quantum chemistry calculation of 2 unconnected molecules or ions with the total composition C5H3F3 at a distorted geometry, from the Open Molecules 2025 dataset.

LUMO energy (spin up / spin down) = 0.0152 / -0.0716 Ha
charge = 0
max |F| = 0.088 hartree/bohr
orbital gap (spin up / spin down) = 8.19 / 7.83 eV
multiplicity = 3

Atoms and positions in Å:
H -0.94497 1.41566 -0.85847
C 2.19621 0.35921 1.72011
F 2.64685 1.60541 1.97809
H -0.27385 -3.50634 0.86455
C 0.09863 0.06750 0.19958
C -0.19489 -2.49743 0.59578
F 3.19092 -0.29540 1.06649
F 1.90414 -0.39845 2.81209
C -0.04456 -1.30441 0.35543
H 0.49532 2.16918 0.03190
C -0.26022 1.28150 -0.11666

Force components x, y, z for each atom (eV/Å):
H -2.329 0.633 -1.731
C 2.786 -0.848 1.105
F -0.807 -1.197 0.331
H -0.049 -0.680 0.083
C -1.285 -2.398 0.012
C 0.366 1.529 -0.225
F -1.264 0.660 0.210
F 0.080 1.615 -1.057
C -0.178 1.493 -0.094
H -1.608 -1.571 0.143
C 4.289 0.763 1.224



Entry 3:
The following is a quantum chemistry calculation of 2 unconnected molecules or ions with the total composition C5H3F3O3 at a distorted geometry, from the Open Molecules 2025 dataset.

LUMO energy = -0.0511 Ha
charge = 0
max |F| = 0.095 hartree/bohr
orbital gap = 8.38 eV
relative energy (zero: lowest compared OMol25 entry of this formula, charge and spin) = 14.31 kcal/mol

Atoms and positions in Å:
H 0.55965 -0.36577 -1.00798
C 0.82499 -0.77955 1.62364
C -0.22302 0.03918 -0.18938
C -0.29307 -1.18803 2.56972
H 0.36301 1.72964 0.07241
O -0.44510 1.27670 -0.01690
H -1.18298 -0.66832 -0.07484
C 2.24857 -1.06955 1.26286
C 1.76528 0.29898 1.29731
O 1.69887 1.49981 1.09376
F 0.03394 -1.53852 3.83212
F -1.24087 -0.26753 2.75701
O 3.06070 -1.94165 1.34839
F -0.97205 -2.24897 2.07139

Force components x, y, z for each atom (eV/Å):
H -1.548 1.169 2.100
C 0.303 0.834 -0.337
C -0.594 -4.617 -1.482
C -0.851 -0.746 0.419
H 2.693 1.825 0.310
O -2.727 -1.010 -0.023
H 2.314 1.711 -0.093
C -1.253 -1.277 0.740
C -1.721 0.904 0.083
O 1.400 -0.211 0.266
F 1.097 0.020 -0.620
F 0.067 1.144 -0.593
O 0.359 0.511 -0.365
F 0.460 -0.255 -0.405



Entry 4:
The following is a quantum chemistry calculation of 2 unconnected molecules or ions with the total composition C5H3F8N at a distorted geometry, from the Open Molecules 2025 dataset.

LUMO energy = -0.0916 Ha
charge = 0
max |F| = 0.054 hartree/bohr
orbital gap = 7.27 eV
relative energy (zero: lowest compared OMol25 entry of this formula, charge and spin) = 30.07 kcal/mol

Atoms and positions in Å:
C 2.60741 -0.50824 -0.30908
F -2.56231 -1.14659 -1.46097
H 2.05537 1.46499 0.29692
F -0.35225 2.15502 -0.48389
C 1.90297 0.39967 0.39315
C -1.64744 -1.10025 -0.47893
N -0.82291 -0.01013 -0.53845
H 2.39604 -1.56292 -0.23213
F -2.05182 1.52978 0.66388
H 3.40137 -0.20657 -0.97132
F -0.91349 -2.21839 -0.59498
F 0.69176 -1.21788 1.64598
F 0.27698 0.83852 2.06541
F -2.34679 -1.24453 0.67485
C 0.88187 0.01067 1.27933
C -1.35325 1.24590 -0.46500
F -2.16350 1.57094 -1.48478

Force components x, y, z for each atom (eV/Å):
C -0.481 0.364 0.596
F -0.370 0.003 -0.288
H -0.044 -0.013 -0.003
F 0.491 0.349 0.008
C 1.052 -0.005 -0.633
C -0.074 0.229 -0.053
N 1.497 0.129 1.011
H -0.049 -0.127 0.031
F -0.288 0.039 0.298
H 0.023 0.123 -0.094
F 0.408 -0.508 0.038
F 0.384 0.750 -0.236
F 0.746 -0.394 -0.521
F -0.183 -0.035 0.372
C -2.634 -0.850 -0.140
C -0.152 -0.151 -0.126
F -0.326 0.099 -0.260



Entry 5:
The following is a quantum chemistry calculation of a single C5H3FOS molecule at a distorted geometry, from the Open Molecules 2025 dataset.

LUMO energy = -0.0128 Ha
SMILES string = C#C/C(F)=C/OC=S
charge = 0
max |F| = 0.147 hartree/bohr
orbital gap = 8.68 eV
relative energy (zero: lowest compared OMol25 entry of this formula, charge and spin) = 101.10 kcal/mol

Atoms and positions in Å:
S 1.09444 3.20714 2.01513
F 0.95655 -0.81878 0.99832
C 0.40293 1.80758 1.45952
C 0.14723 -0.62192 -0.02454
H -0.76407 0.78420 -1.29025
C -0.22023 0.58166 -0.41161
C -0.28182 -1.65509 -0.87558
H 0.50855 0.62216 1.99573
H -1.16189 -3.22742 -2.32934
O -0.03330 1.89972 0.14082
C -0.64838 -2.57923 -1.67820

Force components x, y, z for each atom (eV/Å):
S -1.033 -1.924 0.098
F 0.663 -1.355 0.680
C 1.992 0.064 0.816
C -0.213 0.802 -1.110
H -0.615 -0.623 -0.937
C -0.422 3.662 0.325
C -1.713 -6.065 -4.129
H -0.854 4.313 -1.585
H -0.059 -0.497 -0.315
O 0.368 -3.828 1.599
C 1.885 5.452 4.556



Entry 6:
The following is a quantum chemistry calculation of 2 unconnected molecules or ions with the total composition C5H3IN at a distorted geometry, from the Open Molecules 2025 dataset.

LUMO energy (spin up / spin down) = -0.2407 / -0.2430 Ha
charge = +1
max |F| = 0.087 hartree/bohr
orbital gap (spin up / spin down) = 6.04 / 5.63 eV
relative energy (zero: lowest compared OMol25 entry of this formula, charge and spin) = 49.45 kcal/mol

Atoms and positions in Å:
H 2.31469 -0.56853 2.97085
I 0.87758 -1.79780 -4.74349
N 1.53295 -0.97309 2.55553
C -1.26263 0.98811 -1.31934
C 0.25569 0.00543 0.51855
C -2.12355 1.65511 -1.91278
H -2.94019 2.09620 -2.35464
C 0.94998 -0.37700 1.54935
H 0.94254 -1.48843 3.10359
C -0.54705 0.46000 -0.36762

Force components x, y, z for each atom (eV/Å):
H 1.839 0.677 0.757
I -0.012 0.018 0.030
N -1.328 2.262 -3.655
C -2.062 1.585 -1.070
C 0.515 -0.460 1.700
C 2.502 -1.948 1.555
H -1.297 0.885 -0.970
C -0.332 -0.090 -1.359
H -1.547 -2.086 1.923
C 1.721 -0.843 1.089



Entry 7:
The following is a quantum chemistry calculation of 2 unconnected molecules or ions with the total composition C5H3N at a distorted geometry, from the Open Molecules 2025 dataset.

LUMO energy = 0.0212 Ha
charge = 0
max |F| = 0.074 hartree/bohr
orbital gap = 11.09 eV
relative energy (zero: lowest compared OMol25 entry of this formula, charge and spin) = 81.40 kcal/mol

Atoms and positions in Å:
H -2.29813 -1.62492 1.25337
C 1.40335 0.73433 0.03114
C -1.43096 -0.52719 -0.44134
C 0.99718 1.87507 0.17927
N 1.92931 -0.44201 0.06166
C -2.09800 -1.20508 0.31521
H 0.53818 2.80306 -0.04028
C 2.23900 -1.54729 0.01727
H -1.27992 -0.06598 -1.37630

Force components x, y, z for each atom (eV/Å):
H -0.647 -0.629 0.541
C -0.931 3.619 0.793
C -1.853 -1.071 -0.033
C 0.559 -2.199 -0.980
N -0.456 1.037 -0.052
C 1.779 1.195 -0.203
H -0.055 0.343 0.316
C 0.958 -2.760 -0.053
H 0.647 0.465 -0.329



Entry 8:
The following is a quantum chemistry calculation of a single C5H3N molecule at a distorted geometry, from the Open Molecules 2025 dataset.

LUMO energy = -0.0055 Ha
SMILES string = c1cc2nc-2c1
charge = 0
max |F| = 0.073 hartree/bohr
orbital gap = 8.60 eV
relative energy (zero: lowest compared OMol25 entry of this formula, charge and spin) = 63.74 kcal/mol

Atoms and positions in Å:
H -0.70756 2.13577 -0.01565
C 1.17441 1.00348 0.04435
C -0.94725 -0.02713 -0.02053
H -0.47273 -2.25862 0.11701
C -0.19000 1.17046 -0.08408
H -2.09212 0.07963 0.02990
N 2.26667 -0.21415 -0.03568
C -0.17635 -1.14316 -0.03226
C 1.14494 -0.74629 -0.00305

Force components x, y, z for each atom (eV/Å):
H 0.724 -0.261 -0.154
C 1.787 -0.632 -0.921
C -2.640 1.195 -0.183
H 0.386 2.365 -0.574
C 0.579 -0.656 0.945
H 1.776 -0.808 -0.151
N -3.043 1.346 0.547
C -0.617 -3.627 0.843
C 1.047 1.078 -0.352



Entry 9:
The following is a quantum chemistry calculation of 2 unconnected molecules or ions with the total composition C5H3N2O2S at a distorted geometry, from the Open Molecules 2025 dataset.

LUMO energy (spin up / spin down) = 0.1348 / 0.1348 Ha
charge = -1
max |F| = 0.070 hartree/bohr
orbital gap (spin up / spin down) = 6.98 / 6.98 eV
relative energy (zero: lowest compared OMol25 entry of this formula, charge and spin) = 36.37 kcal/mol

Atoms and positions in Å:
H -0.26225 -1.48160 -0.50430
C 1.33568 0.04908 -0.09893
S -1.80201 3.08802 -0.47001
H -1.92746 0.27881 -0.57962
C 0.75988 2.33467 -0.30469
O 0.40830 5.11022 1.18726
N 1.64042 1.37465 -0.04115
C 0.39125 4.20306 1.90481
H 2.21308 -0.57026 0.17548
O 0.39429 3.40224 2.74278
C 0.04859 -0.35593 -0.35907
N -0.64104 1.94081 -0.49178
C -0.96114 0.65555 -0.50960

Force components x, y, z for each atom (eV/Å):
H 0.662 2.405 0.506
C 0.311 0.752 0.514
S -1.962 1.896 -0.185
H -1.853 0.212 -0.274
C -0.175 0.774 0.210
O 0.027 0.130 0.080
N -0.336 -0.714 -0.437
C 0.094 0.692 -0.354
H -0.921 -0.149 -0.422
O -0.079 -0.594 0.182
C -0.981 -1.429 -0.633
N 1.988 -2.428 0.583
C 3.225 -1.548 0.231



Entry 10:
The following is a quantum chemistry calculation of a molecular structure, C5H3N2O4PdSbSe4, from the Open Molecules 2025 dataset.

LUMO energy (spin up / spin down) = 0.1663 / 0.1362 Ha
charge = -2
max |F| = 0.010 hartree/bohr
orbital gap (spin up / spin down) = 6.32 / 5.58 eV
relative energy (zero: lowest compared OMol25 entry of this formula, charge and spin) = 18.66 kcal/mol
multiplicity = 3

Atoms and positions in Å:
N 1.25554 -1.67982 0.03238
Sb 0.09483 2.52047 3.11604
Se 2.30611 3.21438 3.82553
Se -0.39598 0.05808 3.14332
H 3.19990 -1.18732 0.27318
O 0.28695 -5.84271 -0.50374
C -0.86193 -2.88806 -0.14419
H 3.81946 -3.66579 0.03674
C 1.61451 -3.89678 -0.16139
O -1.46574 -1.83102 0.08627
Se -1.76128 3.99484 3.62608
O 2.48151 -6.07886 -0.30606
H -0.41670 -5.07254 -0.47203
C 2.82610 -3.25869 -0.00608
O -1.39251 -3.99647 -0.41661
Pd -0.60587 0.16630 0.63410
C 1.49571 -5.36640 -0.34336
N 2.56148 -1.94655 0.10161
C 0.65234 -2.84918 -0.11190
Se 0.02587 2.43752 0.49352

Force components x, y, z for each atom (eV/Å):
N -0.265 -0.099 0.129
Sb -0.073 0.179 -0.223
Se -0.117 -0.146 -0.026
Se 0.048 0.180 0.224
H -0.062 -0.028 -0.002
O -0.068 0.005 -0.081
C 0.207 -0.102 -0.177
H 0.064 -0.021 -0.004
C 0.125 0.099 -0.066
O -0.266 0.201 0.050
Se 0.124 -0.144 0.071
O 0.129 -0.023 -0.144
H -0.180 -0.092 -0.078
C -0.114 -0.061 -0.010
O 0.133 -0.072 0.048
Pd 0.357 0.233 -0.240
C 0.003 -0.040 0.357
N -0.086 0.040 -0.037
C 0.166 0.126 0.032
Se -0.127 -0.233 0.175



Entry 11:
The following is a quantum chemistry calculation of a gas-phase ion, C5H3N4O3 (charge +1) at a distorted geometry, from the Open Molecules 2025 dataset.

LUMO energy (spin up / spin down) = -0.1899 / -0.1901 Ha
SMILES string = O=C=C1NC=N/C1=[NH+]/C(=O)N=O
charge = +1
max |F| = 0.039 hartree/bohr
orbital gap (spin up / spin down) = 8.64 / 8.63 eV

Atoms and positions in Å:
C -0.92728 0.00593 -1.81367
C 0.61386 0.23721 -0.01614
C -0.23218 -0.21214 1.05242
N 1.82948 0.50523 0.45763
H 2.65561 0.37784 2.39117
N -1.16222 0.44521 -3.14955
H 1.06900 0.68188 -1.93421
O -1.02540 -0.16218 -4.15238
O -1.78684 -0.39328 -1.04176
N 0.31181 0.37016 -1.33208
C -1.54012 -0.58923 1.09088
C 1.80328 0.25206 1.74832
O -2.57595 -0.91374 1.42415
H 0.35654 -0.43007 3.10990
N 0.61041 -0.17487 2.16532

Force components x, y, z for each atom (eV/Å):
C 0.757 -0.901 1.502
C -0.579 -0.452 1.010
C 0.996 0.430 -0.863
N 0.121 0.182 -0.751
H 0.033 -0.032 0.219
N -0.798 1.602 -0.894
H -0.175 -0.014 -0.015
O 0.242 -0.747 0.710
O 0.083 0.153 -0.835
N -0.025 -0.026 -0.500
C -0.852 -0.156 0.024
C -0.370 -0.109 0.129
O 0.518 0.096 -0.098
H 0.068 0.034 -0.037
N -0.020 -0.061 0.398



Entry 12:
The following is a quantum chemistry calculation of a single C5H3NO molecule at a distorted geometry, from the Open Molecules 2025 dataset.

LUMO energy = -0.0145 Ha
charge = 0
max |F| = 0.071 hartree/bohr
orbital gap = 8.92 eV
relative energy (zero: lowest compared OMol25 entry of this formula, charge and spin) = 77.82 kcal/mol

Atoms and positions in Å:
H 0.20576 -1.55836 -1.65147
N -2.19909 -2.19511 0.49829
C 0.91672 1.42520 -0.05227
O 0.95472 1.02960 -1.27252
C -0.24955 -0.49278 0.20621
C 0.28848 0.61658 0.89189
H 0.18042 0.83807 1.94352
H 1.35098 2.39804 0.24426
C -1.32248 -1.44929 0.37070
C -0.11166 -0.65899 -1.11276

Force components x, y, z for each atom (eV/Å):
H -0.090 0.835 -0.365
N 0.779 0.571 -0.242
C -0.268 -0.690 0.295
O -0.695 -1.965 0.263
C -0.957 -0.241 -0.522
C -0.110 0.076 -0.050
H -0.127 -0.016 -0.199
H -0.233 -0.443 -0.518
C -0.768 -0.726 1.985
C 2.469 2.600 -0.648